This record from OMol25 describes a structure of composition C11H9BaN3O4S. The level of theory is ωB97M-V with the def2-TZVPD basis set.

XYZ file:
```
29
Properties=species:S:1:pos:R:3:mulliken_charge:R:1
Ba 2.900 0.678 1.181 1.59
C 0.107 0.601 -4.406 -0.84
N -0.729 0.207 -3.296 0.10
C -2.052 -0.169 -3.389 -0.45
C -2.480 -0.454 -2.153 -0.31
N -1.413 -0.254 -1.274 0.27
C -0.314 0.158 -1.998 0.14
S 1.244 0.555 -1.550 -0.55
C -1.507 -0.455 0.129 0.96
C -2.714 -0.878 0.686 -0.60
C -2.778 -1.060 2.054 -0.64
C -1.655 -0.821 2.828 -0.67
C -0.507 -0.404 2.181 -0.17
N -0.430 -0.224 0.863 -0.10
H -0.484 0.547 -5.317 0.31
H 0.970 -0.058 -4.484 0.32
H 0.477 1.615 -4.263 0.32
H -2.576 -0.200 -4.327 0.44
H -3.452 -0.778 -1.839 0.32
H -3.590 -1.064 0.085 0.22
H -3.704 -1.388 2.506 0.41
H -1.671 -0.953 3.900 0.41
H 0.404 -0.201 2.735 0.17
O 4.951 2.460 3.656 -0.58
C 4.116 1.635 3.363 0.49
O 2.895 1.734 3.017 -0.75
C 4.603 0.037 3.141 0.50
O 5.774 -0.236 3.280 -0.58
O 3.614 -0.626 2.689 -0.75
```

- DFT total energy (eV) = -35742.8120
- total charge = 0
- energy relative to the best compared isomer or geometry (same formula, charge and spin) (kcal/mol) = 42.3

=====

This record from OMol25 describes the molecule C11H9Cl. The level of theory is ωB97M-V with the def2-TZVPD basis set.

XYZ file:
```
21
Properties=species:S:1:pos:R:3:mulliken_charge:R:1
C -2.692 -0.351 -0.120 -0.41
C -2.009 -1.059 -1.101 -0.74
C -2.112 0.369 0.902 -0.66
C -0.630 -1.154 -1.005 -0.15
C -0.746 0.357 0.961 0.14
C -0.116 -0.433 0.059 0.23
C 0.127 0.980 1.910 -0.82
C 1.360 0.571 1.737 -0.67
C 1.790 0.622 -1.911 -0.56
C 2.164 0.627 -0.610 -0.54
C 1.390 -0.278 0.414 1.26
Cl 2.316 -1.872 0.672 -0.23
H -3.737 -0.547 -0.042 0.36
H -2.618 -1.709 -1.645 0.35
H -2.795 0.795 1.623 0.41
H 0.043 -1.938 -1.584 0.37
H -0.230 1.719 2.639 0.41
H 2.270 0.869 2.280 0.42
H 2.335 1.178 -2.691 0.28
H 0.938 -0.008 -2.202 0.18
H 2.951 1.262 -0.284 0.38
```

- DFT total energy (eV) = -24073.4577
- total charge = 0
- energy relative to the best compared isomer or geometry (same formula, charge and spin) (kcal/mol) = 0.0

=====

This record from OMol25 describes a structure of composition C11H9Cl5N3PdSb. The level of theory is ωB97M-V with the def2-TZVPD basis set.

XYZ file:
```
30
Properties=species:S:1:pos:R:3:mulliken_charge:R:1
Pd -0.141 -0.110 0.439 -0.60
Cl 0.644 2.122 2.743 -0.18
C 1.432 2.314 1.193 1.05
C 1.099 1.414 0.159 -1.22
C 1.802 1.677 -1.029 1.17
Cl 1.513 0.637 -2.418 -0.21
C 2.730 2.697 -1.195 -0.47
Cl 3.547 2.956 -2.708 -0.23
C 3.017 3.544 -0.129 0.71
Cl 4.168 4.832 -0.306 -0.24
C 2.358 3.345 1.080 -0.51
Cl 2.720 4.397 2.415 -0.23
C 3.349 -3.208 2.440 -1.47
Sb 2.192 -1.603 1.372 0.60
C 1.265 -3.177 0.219 -1.26
C 0.864 -1.577 3.071 -1.26
H 2.666 -3.992 2.775 0.36
H 3.866 -2.790 3.307 0.36
H 4.094 -3.643 1.769 0.34
H 1.051 -4.019 0.880 0.32
H 1.974 -3.490 -0.551 0.37
H 0.348 -2.829 -0.250 0.37
H 0.520 -2.590 3.289 0.36
H 0.018 -0.929 2.849 0.33
H 1.416 -1.181 3.926 0.37
N -1.794 -1.413 0.547 -0.33
C -2.721 -2.027 0.885 0.28
N -3.753 -2.812 1.096 -0.67
C -4.413 -2.642 2.228 0.50
N -5.071 -2.590 3.186 -0.61
```

- DFT total energy (eV) = -88652.7131
- total charge = -2
- energy relative to the best compared isomer or geometry (same formula, charge and spin) (kcal/mol) = 2.9

=====

This record from OMol25 describes the molecule C11H9ClF3N3O2S2. The level of theory is ωB97M-V with the def2-TZVPD basis set.

XYZ file:
```
31
Properties=species:S:1:pos:R:3:mulliken_charge:R:1
C 2.106 -0.570 0.115 -0.97
N 0.905 -0.650 0.925 0.05
C 0.254 0.524 1.205 -0.06
N 0.897 1.623 0.815 -0.48
C 0.406 2.816 1.074 -0.75
C -0.794 3.002 1.742 0.24
C -1.483 1.871 2.180 -0.63
C -0.957 0.623 1.930 0.92
Cl -1.836 -0.747 2.508 -0.20
H -2.417 1.970 2.712 0.49
C -1.324 4.372 2.031 0.82
F -2.663 4.419 2.059 -0.27
F -0.912 4.833 3.231 -0.25
F -0.924 5.283 1.131 -0.27
H 0.992 3.652 0.717 0.41
N 0.220 -1.843 0.767 -0.32
H -0.076 -2.271 1.638 0.35
S -1.044 -1.836 -0.382 1.19
O -2.000 -2.804 0.048 -0.64
O -1.441 -0.488 -0.655 -0.58
C -0.188 -2.442 -1.801 0.04
C 0.146 -1.747 -2.923 -0.28
C 0.859 -2.540 -3.846 -0.56
C 1.049 -3.811 -3.396 -0.45
S 0.358 -4.068 -1.843 -0.12
H 1.554 -4.615 -3.893 0.43
H 1.210 -2.181 -4.796 0.39
H -0.123 -0.717 -3.065 0.54
H 2.556 -1.560 0.098 0.26
H 1.887 -0.241 -0.903 0.30
H 2.783 0.145 0.576 0.41
```

- DFT total energy (eV) = -62462.5906
- total charge = 0

=====

This record from OMol25 describes a cluster of 2 separate species, C11H9ClO5P in total. The level of theory is ωB97M-V with the def2-TZVPD basis set.

XYZ file:
```
27
Properties=species:S:1:pos:R:3:mulliken_charge:R:1
O 1.660 -0.819 3.114 -0.58
C 1.041 -0.559 2.051 0.10
C 0.018 -1.597 1.348 -0.26
C -0.033 -1.722 -0.077 0.33
C -1.041 -2.682 -0.860 -0.82
P -2.739 -1.808 -0.787 1.03
O -3.139 -1.486 0.682 -0.71
O -2.670 -0.304 -1.604 -0.54
O -3.957 -2.778 -1.469 -0.55
C 0.961 -0.798 -0.956 0.07
O 1.507 -1.223 -2.010 -0.60
C 1.214 0.660 -0.337 0.45
C 1.406 1.879 -1.269 -0.44
C 1.596 3.286 -0.593 -0.30
C 1.582 3.457 0.968 -0.30
C 1.422 2.201 1.914 -0.47
C 1.234 0.816 1.242 0.44
H -0.723 -2.236 1.951 0.29
H -1.070 -3.730 -0.411 0.37
H -0.719 -2.727 -1.967 0.32
H -2.711 0.432 -0.955 0.34
H -4.691 -2.744 -0.814 0.34
H 1.390 1.679 -2.395 0.30
H 1.729 4.206 -1.252 0.25
H 1.680 4.477 1.464 0.28
H 1.396 2.278 3.048 0.32
Cl 3.656 1.842 -0.026 -0.67
```

- DFT total energy (eV) = -43598.2980
- total charge = -1

=====

This record from OMol25 describes a structure of composition C11H9FNORhS4Sb. The level of theory is ωB97M-V with the def2-TZVPD basis set.

XYZ file:
```
29
Properties=species:S:1:pos:R:3:mulliken_charge:R:1
Rh 0.118 1.372 1.361 -0.28
S -1.526 1.329 5.330 -0.74
Sb -1.026 2.800 3.615 0.62
S -1.269 2.512 0.067 -0.69
S 1.378 2.351 3.023 -0.55
S -1.018 5.003 4.294 -0.74
O -0.863 -0.719 1.527 -0.80
N -1.573 -0.906 0.475 0.55
C -2.823 -0.399 0.428 -0.12
C -3.596 -0.560 -0.709 -0.64
C -3.087 -1.217 -1.806 -0.10
C -1.794 -1.691 -1.749 -0.81
C -1.041 -1.519 -0.596 -0.06
H -3.113 0.125 1.326 0.41
H -4.592 -0.140 -0.712 0.36
H -3.680 -1.337 -2.704 0.36
H -1.333 -2.187 -2.592 0.36
H -0.013 -1.820 -0.462 0.46
F 4.576 -1.325 -2.327 -0.37
C 3.602 -0.744 -1.551 0.65
C 2.994 0.410 -1.990 -0.68
C 2.000 0.984 -1.189 0.29
C 1.590 0.447 0.040 -0.49
C 2.258 -0.730 0.416 0.24
C 3.261 -1.334 -0.356 -0.63
H 3.292 0.846 -2.938 0.38
H 1.517 1.890 -1.544 0.30
H 1.994 -1.205 1.359 0.33
H 3.768 -2.239 -0.038 0.38
```

- DFT total energy (eV) = -70692.5618
- multiplicity = 6
- total charge = -2
- energy relative to the best compared isomer or geometry (same formula, charge and spin) (kcal/mol) = 13.6

=====

This record from OMol25 describes a structure of composition C11H9N7O2RhSbSe4. The level of theory is ωB97M-V with the def2-TZVPD basis set.

XYZ file:
```
35
Properties=species:S:1:pos:R:3:mulliken_charge:R:1
Rh 0.024 -0.182 -0.669 0.23
Se -5.012 2.217 -1.049 -0.71
Sb -3.079 1.170 -0.099 0.72
Se -0.822 2.196 -0.459 -0.49
Se -2.191 -0.884 -1.322 -0.38
Se -3.267 0.684 2.329 -0.82
N -0.518 -0.624 1.356 -0.08
N 0.094 0.240 2.287 -0.21
C 1.229 0.857 1.893 0.54
N 1.696 1.803 2.723 -0.37
N 1.753 0.472 0.726 0.12
N 3.025 0.887 0.401 0.64
O 3.832 1.208 1.293 -0.78
O 3.335 0.765 -0.758 -0.55
H -1.537 -0.496 1.508 0.12
H -0.286 -1.591 1.578 0.18
H -0.620 0.799 2.765 0.23
H 1.275 1.859 3.633 0.24
H 2.669 2.047 2.611 0.26
N 0.916 0.350 -3.605 -0.79
C 0.560 0.150 -2.523 0.22
N 3.192 -9.690 -0.340 -0.58
C 2.841 -8.596 -0.405 0.09
C 2.402 -7.232 -0.480 0.56
C 1.138 -6.923 -0.986 -0.59
C 0.718 -5.610 -1.051 -0.45
C 1.542 -4.560 -0.611 0.44
C 2.814 -4.891 -0.112 -0.45
C 3.238 -6.201 -0.046 -0.59
C 1.101 -3.213 -0.666 -0.04
C 0.705 -2.062 -0.747 -0.44
H 0.490 -7.720 -1.327 0.41
H -0.260 -5.366 -1.443 0.48
H 3.460 -4.089 0.220 0.45
H 4.220 -6.439 0.342 0.40
```

- DFT total energy (eV) = -297010.2420
- total charge = -2
- energy relative to the best compared isomer or geometry (same formula, charge and spin) (kcal/mol) = 0.0

=====

This record from OMol25 describes the ion C11H9NO3 with charge -2. The level of theory is ωB97M-V with the def2-TZVPD basis set.

XYZ file:
```
24
Properties=species:S:1:pos:R:3:mulliken_charge:R:1
C 2.999 -1.753 -0.167 -0.41
C 2.411 -1.229 -1.333 -0.58
C 2.505 -1.426 1.080 -0.40
C 1.208 -0.534 -1.220 -0.07
C 1.542 -0.464 1.213 -0.68
C 0.794 -0.074 0.035 -0.17
C -1.827 -0.227 0.655 0.45
C -4.005 -0.315 -0.401 0.50
C -0.686 1.824 -0.643 -0.81
C -0.425 2.095 0.814 -1.11
C -0.323 0.729 0.236 0.89
N -2.612 0.001 -0.314 -0.32
O -4.830 0.509 0.045 -0.77
O -1.705 -0.724 1.755 -0.76
O -4.255 -1.399 -0.997 -0.78
H 3.808 -2.336 -0.147 0.50
H 2.753 -1.425 -2.400 0.22
H 3.107 -1.975 1.976 0.11
H 0.532 -0.116 -2.106 0.28
H 1.334 -0.147 2.124 0.51
H -1.610 1.946 -1.103 0.34
H 0.095 2.244 -1.493 0.26
H 0.445 2.527 1.066 0.38
H -1.255 2.267 1.325 0.40
```

- DFT total energy (eV) = -19181.7810
- total charge = -2
- energy relative to the best compared isomer or geometry (same formula, charge and spin) (kcal/mol) = 25.0

=====

This record from OMol25 describes the ion C11H9O2 with charge -1. The level of theory is ωB97M-V with the def2-TZVPD basis set.

XYZ file:
```
22
Properties=species:S:1:pos:R:3:mulliken_charge:R:1
C -1.723 2.944 -0.553 -0.56
C -0.330 2.728 -0.683 -0.63
C -2.532 1.828 -0.136 -0.53
C 0.190 1.506 -0.208 -0.24
C -1.991 0.591 0.004 -0.66
C -0.594 0.438 0.033 0.63
C 3.227 -2.702 -0.290 1.11
C 1.157 -1.402 -0.144 -0.24
C -0.645 -1.538 1.468 -0.85
C -0.117 -0.869 0.488 0.36
C 2.009 -2.606 0.300 -1.16
O 3.315 -2.122 0.923 -0.48
O 3.929 -3.010 -1.198 -0.66
H -2.172 3.828 -0.842 0.44
H 0.351 3.427 -1.037 0.46
H -3.580 1.890 0.003 0.37
H 1.295 1.352 -0.090 0.31
H -2.594 -0.246 0.200 0.49
H 0.804 -1.721 -1.128 0.23
H 1.753 -0.504 -0.309 -0.17
H -0.084 -2.474 1.474 0.39
H -1.671 -1.338 1.726 0.38
```

- DFT total energy (eV) = -15644.8869
- total charge = -1
- energy relative to the best compared isomer or geometry (same formula, charge and spin) (kcal/mol) = 87.1